Record 1
Here is a molecular structure, C5H6O3 from OMol25. Energies are from ωB97M-V with the def2-TZVPD basis set.

Output
Kohn-Sham gap = 0.362 Ha
energy above the lowest of the compared OMol25 structures with the same formula, charge and spin = 579.7 kJ/mol
charge = 0
E_HOMO = -8.96 eV
lowest unoccupied orbital energy = 0.9 eV

Element x y z (Å)
C (0.01327, -1.03241, 1.42027)
C (0.87617, 0.75707, 1.27847)
C (0.04448, -0.14352, 0.28358)
C (-1.15167, 0.55221, -1.66040)
C (0.12598, 0.14601, -1.99846)
H (0.12708, -2.22148, 0.74203)
H (-1.18000, -0.96186, 1.60274)
H (1.83553, 0.58738, 0.67612)
H (0.60645, 1.92817, 1.49761)
H (-2.04680, 0.71758, -2.24466)
H (0.55952, 0.15717, -2.94403)
O (0.77333, -0.17437, 2.37889)
O (-1.38257, 0.22121, -0.20220)
O (0.79922, -0.53316, -0.82995)

Record 2
Here is a single C2H7N3O molecule from OMol25. Energies are from ωB97M-V with the def2-TZVPD basis set.

Output
SMILES = [H]/N=C(\NC)NO
Kohn-Sham gap = 0.374 Ha
energy above the lowest of the compared OMol25 structures with the same formula, charge and spin = 279.6 kJ/mol
charge = 0
E_HOMO = -9.42 eV
lowest unoccupied orbital energy = 0.7 eV

Element x y z (Å)
H (0.10475, 1.89943, -0.08881)
N (-0.70570, 1.33459, -0.16179)
C (-0.54985, 0.09691, -0.16328)
N (0.62489, -0.63218, -0.20396)
C (1.89107, -0.05058, 0.04243)
N (-1.67606, -0.80933, -0.12992)
O (-2.86484, -0.09178, -0.06217)
H (0.61761, -1.52534, -0.71035)
H (1.90762, 0.51438, 1.03949)
H (2.63300, -0.83713, 0.16753)
H (2.12328, 0.60742, -0.85093)
H (-1.49484, -1.31651, 0.78911)
H (-2.61092, 0.81011, 0.33264)

Record 3
Here is a single C4H2S5 molecule from OMol25. Energies are from ωB97M-V with the def2-TZVPD basis set.

Output
Kohn-Sham gap = 0.295 Ha
energy above the lowest of the compared OMol25 structures with the same formula, charge and spin = 275.0 kJ/mol
charge = 0
E_HOMO = -8.97 eV
lowest unoccupied orbital energy = -1.0 eV

Element x y z (Å)
C (-0.75103, 0.85275, 0.53497)
C (1.58239, -1.17467, -0.06587)
C (3.31032, 0.02195, 1.58580)
C (1.00200, -1.17940, 1.29423)
S (-0.73976, -0.63864, 1.30596)
S (3.23853, -0.42442, -0.00867)
S (0.38681, 1.69329, -0.37796)
S (1.25886, -2.78738, 0.70450)
S (2.02067, -0.47351, 2.60103)
H (-1.58149, 1.34122, 1.00343)
H (1.10035, -0.74993, -0.86320)

Record 4
Here is a gas-phase ion, C5H5N2O5S (charge -1) from OMol25. Energies are from ωB97M-V with the def2-TZVPD basis set.

Output
Kohn-Sham gap (alpha / beta) = 0.215 / 0.253 Ha
expectation value of S² = 2.01
2S+1 = 3
charge = -1
E_HOMO (alpha / beta) = -2.31 / -5.69 eV
lowest unoccupied orbital energy (alpha / beta) = 3.5 / 1.2 eV

Element x y z (Å)
C (-0.65450, 1.38392, 1.30797)
C (0.37953, 0.57299, 1.82364)
C (-1.22559, 1.19727, 0.09665)
C (0.57707, -0.67520, 1.31634)
C (-0.77262, 0.14843, -0.85757)
N (-0.14986, -1.10757, 0.24820)
N (0.00745, -2.32785, -0.24827)
O (1.54100, -0.49952, -2.02854)
O (0.80663, -3.08250, 0.29426)
O (-0.62670, -2.58362, -1.25560)
O (0.18453, 1.37564, -2.95833)
O (1.57602, 1.55775, -0.86425)
S (0.81091, 0.75735, -1.82103)
H (-0.99677, 2.22856, 2.02763)
H (0.85094, 1.02795, 2.77759)
H (-2.14152, 1.91833, -0.12664)
H (1.19364, -1.43284, 1.78788)
H (-1.36017, -0.45909, -1.51994)

Record 5
Here is a single C3OS4 molecule from OMol25. Energies are from ωB97M-V with the def2-TZVPD basis set.

Output
SMILES = S=C1OC(=S)C(=S)S1
Kohn-Sham gap = 0.244 Ha
energy above the lowest of the compared OMol25 structures with the same formula, charge and spin = 77.6 kJ/mol
charge = 0
E_HOMO = -9.37 eV
lowest unoccupied orbital energy = -2.7 eV

Element x y z (Å)
S (-3.11591, 0.20351, -0.24465)
C (-1.52889, -0.00581, -0.02037)
O (-0.65134, 1.05684, 0.19046)
C (0.67482, 0.75032, 0.21046)
S (2.01702, 1.79693, -0.09901)
C (0.96397, -0.67907, 0.01956)
S (2.26779, -1.58166, -0.21357)
S (-0.62747, -1.54105, 0.15711)

Record 6
Here is a molecular structure, C75H61N2P3S4Sb2ScSi from OMol25. Energies are from ωB97M-V with the def2-TZVPD basis set.

Output
Kohn-Sham gap (alpha / beta) = 0.217 / 0.247 Ha
expectation value of S² = 0.77
2S+1 = 2
charge = 0
E_HOMO (alpha / beta) = -6.03 / -6.99 eV
lowest unoccupied orbital energy (alpha / beta) = -0.1 / -0.3 eV

Element x y z (Å)
Sc (-0.89752, -1.61418, -0.11299)
C (3.78974, 3.73909, -1.92183)
C (3.12990, 2.89768, -2.80166)
C (2.42765, 1.79695, -2.32968)
C (2.38222, 1.51456, -0.96710)
C (3.00951, 2.39767, -0.08622)
C (3.71970, 3.48772, -0.55972)
P (1.55734, -0.01963, -0.30795)
C (1.97243, -1.07959, -1.77372)
C (3.12459, -1.81969, -2.03818)
C (3.28739, -2.45856, -3.25831)
C (2.31487, -2.36110, -4.24601)
C (1.17001, -1.62098, -4.00458)
C (1.00657, -0.99169, -2.77993)
C (2.80151, -0.40357, 0.99307)
C (4.15604, -0.36581, 0.63741)
C (5.15570, -0.48974, 1.58044)
C (4.82332, -0.62843, 2.91945)
C (3.49288, -0.66515, 3.28148)
C (2.46041, -0.56213, 2.34099)
Si (0.78362, -0.52054, 3.23586)
C (0.56410, -2.15476, 4.18119)
C (0.29504, -2.14460, 5.55201)
C (-0.07219, -3.28953, 6.24232)
C (-0.19423, -4.48468, 5.56587)
C (0.05133, -4.52745, 4.20295)
C (0.43047, -3.38781, 3.50196)
P (0.76064, -3.54136, 1.70186)
C (2.58369, -3.84375, 1.73121)
C (3.21680, -4.04777, 0.50790)
C (4.53712, -4.46029, 0.44218)
C (5.25338, -4.66585, 1.61233)
C (4.64006, -4.45014, 2.83586)
C (3.31363, -4.04307, 2.89866)
C (0.31179, -5.30939, 1.37263)
C (1.21176, -6.35949, 1.57235)
C (0.85543, -7.66117, 1.25281)
C (-0.39901, -7.93834, 0.72630)
C (-1.30413, -6.90474, 0.54432)
C (-0.95290, -5.60190, 0.87022)
C (0.93021, 1.08835, 4.26389)
C (1.34629, 0.99011, 5.59612)
C (1.45323, 2.09162, 6.42836)
C (1.16225, 3.34546, 5.93332)
C (0.78378, 3.48111, 4.60788)
C (0.65195, 2.37994, 3.75920)
P (0.08620, 2.59806, 2.02283)
C (-1.72769, 2.93731, 2.27021)
C (-2.25471, 3.85245, 3.18020)
C (-3.62685, 3.96281, 3.34852)
C (-4.49577, 3.16377, 2.61937)
C (-3.98665, 2.29492, 1.66969)
C (-2.61458, 2.20017, 1.49198)
C (0.64533, 4.28719, 1.53148)
C (0.00209, 4.76963, 0.38816)
C (0.38236, 5.96073, -0.20332)
C (1.43894, 6.68935, 0.33005)
C (2.10417, 6.20963, 1.44522)
C (1.72546, 5.00759, 2.03254)
H (4.34837, 4.59013, -2.28990)
H (3.16820, 3.08598, -3.86762)
H (1.93435, 1.15036, -3.04026)
H (2.95608, 2.22721, 0.98178)
H (4.21978, 4.14373, 0.14157)
H (3.90308, -1.91618, -1.29600)
H (4.19061, -3.02773, -3.44419)
H (2.45217, -2.85219, -5.20139)
H (0.39802, -1.53213, -4.75718)
H (0.11012, -0.39884, -2.61508)
H (4.43625, -0.17697, -0.38934)
H (6.19331, -0.44098, 1.27392)
H (5.59639, -0.70213, 3.67424)
H (3.23694, -0.75860, 4.33393)
H (0.33337, -1.21372, 6.09395)
H (-0.29379, -3.23166, 7.30047)
H (-0.51185, -5.38253, 6.07962)
H (-0.08773, -5.46196, 3.68063)
H (2.65995, -3.88639, -0.40517)
H (5.00489, -4.62935, -0.52075)
H (6.28379, -4.99593, 1.57183)
H (5.19350, -4.60799, 3.75343)
H (2.84051, -3.91004, 3.86266)
H (2.19517, -6.17066, 1.98107)
H (1.56256, -8.46374, 1.42298)
H (-0.67183, -8.95587, 0.47493)
H (-2.29227, -7.10023, 0.14541)
H (-1.68517, -4.81653, 0.75241)
H (1.61602, 0.02501, 5.99880)
H (1.75962, 1.96456, 7.45927)
H (1.23093, 4.22081, 6.56726)
H (0.58990, 4.47229, 4.23172)
H (-1.61236, 4.48532, 3.77004)
H (-4.01971, 4.67691, 4.06234)
H (-5.56444, 3.23389, 2.77721)
H (-4.65040, 1.68459, 1.07026)
H (-2.21190, 1.51704, 0.75464)
H (-0.81015, 4.19016, -0.03621)
H (-0.13817, 6.31751, -1.08405)
H (1.74820, 7.61951, -0.12938)
H (2.93830, 6.76757, 1.85338)
H (2.28902, 4.63443, 2.87797)
S (-3.11982, -3.55134, 3.53290)
Sb (-3.50342, -1.84630, 2.11231)
S (-1.02267, -0.44176, 2.13122)
S (-3.03672, -2.92672, 0.05125)
N (-0.09737, -5.29568, -2.77654)
C (-1.22077, -4.72753, -3.33266)
C (-1.40464, -3.55740, -2.67270)
N (-0.41579, -3.40612, -1.71353)
C (0.34409, -4.47351, -1.81067)
H (0.29275, -6.19221, -3.00394)
H (-1.77716, -5.20069, -4.12153)
H (-2.17517, -2.81594, -2.80191)
H (1.21173, -4.69569, -1.21611)
S (-2.42353, -0.29857, -1.73838)
Sb (-2.47620, 1.89543, -2.72727)
C (-3.65804, 3.79318, -1.89227)
C (-2.94011, 4.88556, -1.43821)
C (-3.60454, 5.95672, -0.85273)
C (-4.98431, 5.92346, -0.71428)
C (-5.69935, 4.82189, -1.16658)
C (-5.03745, 3.75157, -1.75950)
C (-1.24570, 1.50010, -4.54132)
C (-1.71739, 0.56114, -5.45447)
C (-0.91964, 0.16543, -6.52066)
C (0.35165, 0.70449, -6.67391)
C (0.82351, 1.63544, -5.76148)
C (0.02658, 2.03267, -4.69212)
C (-4.27112, 1.52031, -3.84359)
C (-5.21448, 0.57280, -3.46763)
C (-6.43628, 0.50043, -4.12795)
C (-6.71619, 1.37250, -5.16934)
C (-5.76913, 2.31118, -5.56103)
C (-4.55572, 2.38727, -4.89529)
H (-1.86037, 4.90991, -1.52903)
H (-3.03911, 6.80949, -0.49526)
H (-5.50505, 6.75203, -0.25067)
H (-6.77733, 4.79115, -1.05887)
H (-5.60880, 2.89856, -2.10450)
H (-2.70859, 0.14075, -5.33384)
H (-1.28860, -0.56939, -7.22698)
H (0.97772, 0.39435, -7.50161)
H (1.81891, 2.04875, -5.87819)
H (0.40542, 2.75677, -3.97781)
H (-4.98943, -0.10920, -2.65431)
H (-7.17431, -0.23137, -3.82301)
H (-7.67106, 1.32561, -5.67772)
H (-5.98187, 2.98840, -6.37897)
H (-3.82151, 3.13040, -5.19199)

Record 7
Here is 3 unconnected molecules or ions with the total composition C17H46BN3O7P from OMol25. Energies are from ωB97M-V with the def2-TZVPD basis set.

Output
Kohn-Sham gap = 0.269 Ha
charge = +1
E_HOMO = -10.63 eV
lowest unoccupied orbital energy = -3.3 eV

Element x y z (Å)
C (1.28180, 1.87859, 1.17100)
C (1.10862, 0.39317, 1.46609)
C (0.34751, -0.36917, 0.36223)
C (1.14400, -1.54052, -0.25973)
P (1.82854, -1.12623, -1.87763)
C (2.43074, 0.61355, -1.91893)
O (3.35556, 0.69216, -0.87153)
O (4.51619, 1.38098, -1.29637)
B (3.35064, -2.21114, -2.42916)
N (3.94176, -3.20516, -1.63666)
O (3.85891, -1.97697, -3.66008)
H (0.47629, 2.46972, 1.57492)
H (2.19687, 2.20579, 1.64186)
H (1.40625, 2.05869, 0.12527)
H (2.07930, -0.05868, 1.62032)
H (0.56019, 0.28948, 2.38875)
H (-0.54268, -0.78590, 0.80219)
H (0.00613, 0.30126, -0.41520)
H (0.43813, -2.34610, -0.40932)
H (1.90435, -1.87730, 0.42840)
H (0.83200, -1.24268, -2.85762)
H (2.92146, 0.76248, -2.87294)
H (1.61588, 1.32348, -1.83617)
H (4.93755, 0.77221, -1.92659)
H (3.41790, -3.49114, -0.82026)
H (4.92602, -3.08783, -1.43104)
H (3.39047, -1.26424, -4.12196)
C (0.87162, 8.53119, -1.96531)
O (0.36734, 8.09577, -0.71522)
C (-1.03646, 8.28405, -0.56579)
C (-1.72728, 6.94744, -0.41730)
N (-1.67689, 6.19818, -1.66816)
C (-2.13574, 4.81966, -1.55765)
C (-1.29872, 3.86572, -0.71256)
O (-0.00911, 3.60319, -1.24752)
C (1.01331, 4.50263, -0.83854)
H (1.95201, 8.39919, -1.94718)
H (0.45939, 7.94287, -2.79267)
H (0.65247, 9.58929, -2.13120)
H (-1.45312, 8.84741, -1.40414)
H (-1.19616, 8.86883, 0.34433)
H (-2.77189, 7.10941, -0.13937)
H (-1.23360, 6.40947, 0.40424)
H (-0.72342, 6.19828, -2.00715)
H (-2.17936, 4.41293, -2.57146)
H (-3.16002, 4.81932, -1.17433)
H (-1.81844, 2.90243, -0.69727)
H (-1.22060, 4.19102, 0.33080)
H (0.85442, 4.87829, 0.17412)
H (1.10647, 5.34218, -1.53000)
H (1.95735, 3.95499, -0.85877)
C (-4.19479, -4.79880, 0.54823)
O (-3.92731, -5.36399, 1.81617)
C (-3.76806, -6.78066, 1.79065)
C (-2.36375, -7.15571, 2.20611)
N (-1.39768, -6.74711, 1.19175)
C (-0.00466, -6.88670, 1.60312)
C (0.49127, -5.98885, 2.73091)
O (0.52225, -4.60834, 2.39485)
C (-0.67300, -3.89197, 2.65647)
H (-4.35929, -3.73186, 0.69264)
H (-3.35149, -4.93575, -0.13954)
H (-5.09484, -5.23261, 0.10410)
H (-4.00523, -7.18787, 0.80475)
H (-4.47545, -7.20467, 2.50817)
H (-2.30503, -8.23859, 2.34043)
H (-2.16600, -6.67915, 3.17588)
H (-1.57159, -5.77924, 0.95366)
H (0.61176, -6.68366, 0.72266)
H (0.17688, -7.92885, 1.87921)
H (1.52737, -6.26775, 2.93907)
H (-0.06202, -6.14320, 3.66284)
H (-1.20813, -4.28430, 3.52263)
H (-1.33224, -3.89646, 1.78257)
H (-0.39291, -2.85619, 2.86098)

Record 8
Here is a molecular structure, C22H22IrN2O6S4 from OMol25. Energies are from ωB97M-V with the def2-TZVPD basis set.

Output
Kohn-Sham gap (alpha / beta) = 0.252 / 0.227 Ha
expectation value of S² = 0.76
2S+1 = 2
energy above the lowest of the compared OMol25 structures with the same formula, charge and spin = 188.9 kJ/mol
charge = 0
E_HOMO (alpha / beta) = -8.01 / -7.87 eV
lowest unoccupied orbital energy (alpha / beta) = -1.2 / -1.7 eV

Element x y z (Å)
Ir (-0.32284, -0.32774, 0.00930)
C (-2.66464, 1.38856, 0.63130)
N (-1.27947, 1.61758, 0.08860)
C (-0.44635, 2.47132, 0.99178)
C (0.99296, 2.36876, 0.56843)
N (1.47425, 0.99715, 0.86292)
C (2.72164, 0.62969, 0.13069)
C (1.75650, 0.87872, 2.30087)
C (2.90907, 1.41313, 2.87265)
C (3.13070, 1.26641, 4.22923)
C (2.20120, 0.57950, 5.00837)
C (1.05071, 0.07006, 4.43716)
C (0.82033, 0.24886, 3.07088)
S (-0.67259, -0.24844, 2.36412)
C (-1.43633, 2.36279, -1.17767)
C (-2.29268, 3.45457, -1.29185)
C (-2.37314, 4.12513, -2.49778)
C (-1.60245, 3.69830, -3.58034)
C (-0.74716, 2.62045, -3.45007)
C (-0.65348, 1.96605, -2.21896)
S (0.45939, 0.67726, -1.95944)
H (-3.14612, 2.34400, 0.82841)
H (-2.61805, 0.83092, 1.55296)
H (-3.22703, 0.83689, -0.11867)
H (-0.58757, 2.13252, 2.01154)
H (-0.79283, 3.50262, 0.91863)
H (1.59147, 3.10139, 1.11403)
H (1.11405, 2.55577, -0.49418)
H (3.53499, 1.30140, 0.40224)
H (2.56373, 0.69921, -0.93450)
H (2.98663, -0.38982, 0.40547)
H (3.63369, 1.94384, 2.26904)
H (4.02820, 1.67588, 4.67403)
H (2.37939, 0.43591, 6.06695)
H (0.32332, -0.46807, 5.03400)
H (-2.89373, 3.78468, -0.45536)
H (-3.04250, 4.96948, -2.59642)
H (-1.68029, 4.20573, -4.53426)
H (-0.15651, 2.27144, -4.28951)
O (-1.75992, -2.13527, 0.90688)
S (-0.62394, -3.07622, 0.91370)
O (-0.50232, -3.91398, 2.06010)
O (0.60027, -2.18438, 0.59698)
C (-1.04946, -4.14105, -0.44761)
C (-1.06753, -5.49777, -0.17813)
C (-1.60276, -6.38999, -1.10306)
C (-2.14001, -5.92325, -2.28444)
C (-2.11178, -4.56272, -2.57411)
C (-1.56469, -3.66954, -1.67073)
S (-1.25692, -2.02585, -2.27810)
O (-1.92975, -0.95545, -1.39254)
O (-1.62584, -2.01160, -3.65758)
O (0.16989, -1.92603, -1.98164)
H (-0.69555, -5.84632, 0.77462)
H (-1.60979, -7.44937, -0.88102)
H (-2.56823, -6.61365, -3.00165)
H (-2.47906, -4.18576, -3.51949)

Copy entry 3 word for word.
Here is a single C4H2S5 molecule from OMol25. Energies are from ωB97M-V with the def2-TZVPD basis set.

Output
Kohn-Sham gap = 0.295 Ha
energy above the lowest of the compared OMol25 structures with the same formula, charge and spin = 275.0 kJ/mol
charge = 0
E_HOMO = -8.97 eV
lowest unoccupied orbital energy = -1.0 eV

Element x y z (Å)
C (-0.75103, 0.85275, 0.53497)
C (1.58239, -1.17467, -0.06587)
C (3.31032, 0.02195, 1.58580)
C (1.00200, -1.17940, 1.29423)
S (-0.73976, -0.63864, 1.30596)
S (3.23853, -0.42442, -0.00867)
S (0.38681, 1.69329, -0.37796)
S (1.25886, -2.78738, 0.70450)
S (2.02067, -0.47351, 2.60103)
H (-1.58149, 1.34122, 1.00343)
H (1.10035, -0.74993, -0.86320)

Copy entry 3 word for word.
Here is a single C4H2S5 molecule from OMol25. Energies are from ωB97M-V with the def2-TZVPD basis set.

Output
Kohn-Sham gap = 0.295 Ha
energy above the lowest of the compared OMol25 structures with the same formula, charge and spin = 275.0 kJ/mol
charge = 0
E_HOMO = -8.97 eV
lowest unoccupied orbital energy = -1.0 eV

Element x y z (Å)
C (-0.75103, 0.85275, 0.53497)
C (1.58239, -1.17467, -0.06587)
C (3.31032, 0.02195, 1.58580)
C (1.00200, -1.17940, 1.29423)
S (-0.73976, -0.63864, 1.30596)
S (3.23853, -0.42442, -0.00867)
S (0.38681, 1.69329, -0.37796)
S (1.25886, -2.78738, 0.70450)
S (2.02067, -0.47351, 2.60103)
H (-1.58149, 1.34122, 1.00343)
H (1.10035, -0.74993, -0.86320)

Question: The lowest charge belongs to which entry?
Answer: C5H5N2O5S